[1]
Here is a structure of composition C20H24AuBrN8O3 from the Open Molecules 2025 dataset. Energies are from the ωB97M-V functional and the def2-TZVPD basis.

Positions of all 57 atoms, in Å:
Au1 -1.013 -1.075 0.192
O1 1.934 -2.705 1.674
C1 3.028 -2.395 0.901
C2 4.291 -2.676 1.397
C3 5.411 -2.386 0.637
C4 5.281 -1.831 -0.631
C5 4.018 -1.558 -1.121
C6 2.879 -1.815 -0.360
C7 1.549 -1.388 -0.911
O2 0.472 -2.174 -0.402
N1 1.273 0.012 -0.509
N2 -0.050 0.299 -0.921
C8 -0.349 1.311 -1.642
C9 -1.654 1.662 -2.152
Br1 -3.001 0.327 -2.198
C10 -1.910 2.876 -2.669
C11 -0.937 3.964 -2.866
C12 0.229 3.765 -3.607
C13 1.113 4.814 -3.805
C14 0.843 6.062 -3.261
C15 -0.327 6.270 -2.542
C16 -1.224 5.231 -2.359
H1 1.169 -2.640 1.065
H2 4.384 -3.122 2.378
H3 6.392 -2.609 1.031
H4 6.155 -1.624 -1.231
H5 3.905 -1.145 -2.118
H6 1.522 -1.480 -2.003
H7 1.942 0.663 -0.923
H8 0.471 1.972 -1.913
H9 -2.934 3.082 -2.965
H10 0.416 2.808 -4.080
H11 2.003 4.662 -4.400
H12 1.533 6.880 -3.417
H13 -0.548 7.248 -2.136
H14 -2.146 5.403 -1.818
N3 -0.802 -5.774 4.615
C17 -0.377 -4.871 3.740
N4 0.912 -4.747 3.475
N5 -1.334 -4.104 3.194
C18 -1.353 -3.306 2.237
N6 -1.616 -2.569 1.356
H15 -0.175 -6.404 5.087
H16 -1.789 -5.848 4.798
H17 1.576 -5.347 3.937
H18 1.291 -4.046 2.839
C19 -3.592 2.578 1.518
N7 -4.240 1.272 1.449
C20 -3.583 0.164 1.135
N8 -4.235 -0.995 1.008
O3 -2.320 0.271 0.950
H19 -4.300 3.282 1.943
H20 -3.295 2.918 0.526
H21 -2.715 2.529 2.159
H22 -5.235 1.220 1.590
H23 -5.224 -1.056 1.182
H24 -3.712 -1.854 0.939

Multiplicity: 1
ΔE to the lowest compared entry with this formula, charge and spin, kcal/mol: 0.05
Energy, eV: -112912.2734
HOMO energy, eV: -13.431
Charge: +2

[2]
Here is an isolated molecule of C19H26N4O3S at a distorted geometry from the Open Molecules 2025 dataset. Energies are from the ωB97M-V functional and the def2-TZVPD basis.

Positions of all 53 atoms, in Å:
C1 -3.689 -1.888 1.877
C2 -4.295 -0.574 1.380
N1 -3.842 -0.158 0.078
C3 -4.452 -0.645 -1.130
C4 -4.055 -2.071 -1.519
S1 -2.544 0.866 -0.021
O1 -2.615 1.537 -1.290
O2 -2.510 1.650 1.178
C5 -1.104 -0.176 -0.051
C6 -0.642 -0.683 -1.260
C7 0.532 -1.396 -1.282
C8 1.253 -1.537 -0.078
N2 2.489 -2.120 -0.037
C9 3.449 -1.829 -1.084
C10 4.277 -0.575 -0.671
N3 3.663 0.132 0.425
C11 2.661 1.086 0.243
C12 2.264 1.847 1.348
C13 1.233 2.762 1.292
C14 0.568 2.983 0.101
C15 0.992 2.303 -1.025
C16 2.024 1.378 -0.977
O3 2.389 0.742 -2.147
C17 3.627 -0.701 1.612
C18 3.153 -2.134 1.250
N4 0.735 -1.141 1.092
C19 -0.401 -0.475 1.098
H1 -3.977 -2.047 2.913
H2 -4.038 -2.734 1.291
H3 -2.604 -1.851 1.818
H4 -4.012 0.232 2.060
H5 -5.387 -0.650 1.363
H6 -5.542 -0.581 -1.030
H7 -4.138 0.051 -1.910
H8 -4.521 -2.801 -0.864
H9 -4.381 -2.272 -2.537
H10 -2.976 -2.194 -1.466
H11 -1.203 -0.484 -2.160
H12 0.902 -1.817 -2.203
H13 4.101 -2.699 -1.209
H14 2.936 -1.637 -2.022
H15 4.402 0.093 -1.518
H16 5.270 -0.887 -0.327
H17 2.784 1.713 2.284
H18 0.949 3.302 2.182
H19 -0.263 3.665 0.040
H20 0.491 2.470 -1.970
H21 1.826 1.082 -2.853
H22 2.934 -0.278 2.333
H23 4.630 -0.738 2.054
H24 3.997 -2.824 1.171
H25 2.455 -2.501 2.000
H26 -0.750 -0.127 2.060

Multiplicity: 1
Structure (SMILES): CCN(CC)S(=O)(=O)c1ccc(N2CCN(c3ccccc3O)CC2)nc1
ΔE to the lowest compared entry with this formula, charge and spin, kcal/mol: 76.58
Energy, eV: -43062.4029
HOMO energy, eV: -7.444

[3]
Here is the ion C8H16N with charge +1 at a distorted geometry from the Open Molecules 2025 dataset. Energies are from the ωB97M-V functional and the def2-TZVPD basis.

Positions of all 25 atoms, in Å:
C1 -2.115 0.569 0.314
C2 -0.744 -1.152 0.872
C3 0.554 -0.603 0.027
C4 0.370 0.833 -0.236
C5 1.839 -0.958 0.739
C6 0.652 -1.239 -1.389
C7 1.168 2.002 0.227
C8 -1.043 1.178 -0.707
N1 -1.948 -0.787 0.305
H1 -3.148 0.774 0.155
H2 -2.102 1.021 1.363
H3 -0.559 -2.226 1.067
H4 -0.700 -0.540 1.744
H5 2.125 -2.104 0.539
H6 1.609 -0.954 1.882
H7 2.709 -0.349 0.314
H8 -0.015 -2.164 -1.391
H9 1.705 -1.341 -1.672
H10 0.162 -0.643 -2.226
H11 2.032 2.098 -0.405
H12 1.593 1.811 1.208
H13 0.627 2.944 0.037
H14 -2.372 -1.267 -0.471
H15 -1.282 0.908 -1.694
H16 -1.118 2.188 -0.604

Multiplicity: 3
⟨S²⟩: 2.01
ΔE to the lowest compared entry with this formula, charge and spin, kcal/mol: 0.00
Energy, eV: -10034.3705
HOMO energy (alpha / beta), eV: -11.307 / -15.331
Charge: +1

[4]
Here is a cluster of 2 separate species, C2HNO2 in total at a distorted geometry from the Open Molecules 2025 dataset. Energies are from the ωB97M-V functional and the def2-TZVPD basis.

Positions of all 6 atoms, in Å:
C1 -1.541 -0.288 -0.011
C2 2.148 -0.086 0.452
N1 -2.410 -0.967 -0.308
O1 2.802 -0.329 -0.436
O2 -0.530 0.397 0.353
H1 -0.469 1.274 -0.051

Multiplicity: 1
ΔE to the lowest compared entry with this formula, charge and spin, kcal/mol: 33.91
Energy, eV: -7673.6404
HOMO energy, eV: -11.388

[5]
Here is a structure of composition C50H51AsCsIN5O6PS2Se at a distorted geometry from the Open Molecules 2025 dataset. Energies are from the ωB97M-V functional and the def2-TZVPD basis.

Positions of all 119 atoms, in Å:
Cs1 -0.059 0.123 0.995
C1 -3.415 -0.265 -1.871
C2 -3.295 -1.587 -1.181
N1 -3.565 -2.682 -1.842
C3 -3.440 -3.875 -1.210
C4 -3.093 -3.993 0.113
C5 -3.067 -5.358 0.747
O1 -4.123 -5.580 1.689
C6 -2.844 -2.819 0.864
C7 -2.577 -2.936 2.298
N2 -2.947 -2.220 3.290
C8 -3.872 -1.172 3.114
C9 -5.140 -1.445 2.599
C10 -6.108 -0.458 2.531
C11 -5.831 0.818 3.001
C12 -4.578 1.096 3.526
C13 -3.602 0.112 3.583
I1 -1.715 0.611 4.283
C14 -2.863 -1.557 0.212
O2 -2.520 -0.472 0.759
H1 -3.900 -0.394 -2.838
H2 -2.426 0.177 -2.027
H3 -3.981 0.438 -1.254
H4 -3.661 -4.760 -1.801
H5 -2.102 -5.558 1.231
H6 -3.201 -6.112 -0.030
H7 -4.106 -4.856 2.323
H8 -1.977 -3.808 2.578
H9 -5.351 -2.443 2.237
H10 -7.079 -0.688 2.109
H11 -6.584 1.596 2.957
H12 -4.348 2.091 3.886
Se1 0.691 -4.131 1.409
N3 1.753 -3.583 2.752
C15 2.789 -3.026 2.194
C16 3.894 -2.452 2.908
C17 4.886 -1.927 2.173
C18 4.828 -1.972 0.723
N4 3.886 -2.507 0.014
C19 2.826 -3.022 0.736
N5 1.807 -3.564 0.126
H13 3.870 -2.419 3.988
H14 5.735 -1.435 2.622
H15 5.668 -1.536 0.195
C20 -1.396 -6.763 -6.623
C21 -1.204 -5.739 -5.538
C22 -0.750 -6.108 -4.280
C23 -0.548 -5.167 -3.278
C24 -0.081 -5.635 -1.927
C25 -0.796 -3.814 -3.551
C26 -0.584 -2.819 -2.466
O3 -0.588 -1.622 -2.630
C27 -1.273 -3.419 -4.815
C28 -1.614 -1.998 -5.155
C29 -1.468 -4.399 -5.782
H16 -1.461 -7.769 -6.208
H17 -0.563 -6.746 -7.330
H18 -2.308 -6.571 -7.191
H19 -0.553 -7.154 -4.067
H20 0.109 -6.709 -1.948
H21 -0.850 -5.448 -1.170
H22 0.828 -5.130 -1.603
H23 -0.412 -3.228 -1.457
H24 -2.337 -1.597 -4.445
H25 -2.035 -1.957 -6.162
H26 -0.740 -1.349 -5.105
H27 -1.847 -4.100 -6.755
C30 3.949 0.955 -2.541
As1 2.209 0.089 -2.815
C31 1.840 0.903 -4.576
C32 2.904 -1.609 -3.536
H28 4.566 0.846 -3.437
H29 4.426 0.530 -1.660
H30 3.777 2.010 -2.324
H31 2.671 0.721 -5.263
H32 1.711 1.981 -4.457
H33 0.924 0.490 -5.003
H34 3.694 -1.418 -4.268
H35 2.090 -2.157 -4.016
H36 3.297 -2.207 -2.714
C33 -3.079 4.361 -4.809
C34 -2.797 5.227 -3.757
C35 -1.891 4.853 -2.779
C36 -1.249 3.615 -2.835
C37 -1.551 2.753 -3.885
C38 -2.459 3.125 -4.871
P1 -0.053 3.012 -1.585
C39 1.323 4.216 -1.791
C40 1.412 5.035 -2.919
C41 2.521 5.845 -3.128
C42 3.559 5.856 -2.209
C43 3.483 5.042 -1.088
C44 2.383 4.222 -0.882
C45 -0.914 3.501 -0.046
C46 -2.193 2.968 0.127
C47 -2.898 3.178 1.299
C48 -2.324 3.911 2.330
C49 -1.042 4.416 2.181
C50 -0.336 4.210 1.002
H37 -3.790 4.650 -5.574
H38 -3.289 6.191 -3.700
H39 -1.677 5.520 -1.951
H40 -1.076 1.779 -3.922
H41 -2.681 2.437 -5.678
H42 0.618 5.041 -3.654
H43 2.569 6.464 -4.017
H44 4.427 6.484 -2.372
H45 4.293 5.002 -0.369
H46 2.378 3.551 -0.034
H47 -2.635 2.353 -0.648
H48 -3.876 2.729 1.415
H49 -2.858 4.051 3.263
H50 -0.562 4.945 2.995
H51 0.681 4.570 0.927
O4 2.051 1.416 0.274
S1 2.722 1.222 1.586
O5 2.183 -0.036 2.182
O6 2.440 2.370 2.455
S2 4.724 1.084 1.284

Multiplicity: 1
ΔE to the lowest compared entry with this formula, charge and spin, kcal/mol: 24.78
Energy, eV: -238208.4431
HOMO energy, eV: -2.068
Charge: -2

[6]
Here is an isolated molecule of C27H28N8S at a distorted geometry from the Open Molecules 2025 dataset. Energies are from the ωB97M-V functional and the def2-TZVPD basis.

Positions of all 64 atoms, in Å:
C1 3.852 6.097 1.566
C2 3.420 6.908 0.499
N1 2.682 6.484 -0.486
C3 2.304 5.190 -0.498
C4 1.516 4.716 -1.567
C5 1.105 3.414 -1.606
C6 1.460 2.512 -0.583
C7 0.931 1.092 -0.561
C8 1.024 0.409 -1.882
N2 1.459 0.899 -3.020
N3 1.406 -0.091 -3.899
N4 0.966 -1.153 -3.369
N5 0.703 -0.895 -2.089
C9 0.200 -1.867 -1.148
C10 1.335 -2.454 -0.281
C11 1.533 -3.878 -0.798
C12 0.117 -4.301 -1.171
C13 -0.436 -3.063 -1.875
N6 -0.438 0.983 -0.055
C14 -1.459 1.675 -0.818
C15 -2.825 1.034 -0.478
N7 -2.763 0.421 0.832
C16 -2.679 -0.918 0.970
N8 -2.124 -1.520 1.959
C17 -2.268 -2.876 1.884
C18 -1.753 -3.799 2.786
C19 -1.965 -5.145 2.562
C20 -2.680 -5.586 1.454
C21 -3.199 -4.685 0.540
C22 -2.989 -3.339 0.762
S1 -3.498 -1.983 -0.212
C23 -2.019 1.225 1.778
C24 -0.540 1.284 1.364
C25 2.236 2.949 0.461
C26 2.677 4.284 0.531
C27 3.476 4.782 1.581
H1 4.465 6.517 2.349
H2 3.699 7.954 0.464
H3 1.255 5.411 -2.350
H4 0.527 3.060 -2.444
H5 1.545 0.509 0.143
H6 -0.519 -1.334 -0.519
H7 2.247 -1.860 -0.348
H8 1.012 -2.477 0.761
H9 1.988 -4.528 -0.053
H10 2.163 -3.869 -1.688
H11 0.093 -5.181 -1.811
H12 -0.458 -4.513 -0.268
H13 -1.523 -3.021 -1.854
H14 -0.109 -3.052 -2.915
H15 -1.254 1.552 -1.882
H16 -1.476 2.754 -0.596
H17 -3.609 1.797 -0.477
H18 -3.087 0.272 -1.213
H19 -1.202 -3.449 3.644
H20 -1.568 -5.869 3.258
H21 -2.833 -6.644 1.300
H22 -3.753 -5.021 -0.323
H23 -2.466 2.222 1.776
H24 -2.123 0.782 2.768
H25 0.028 0.519 1.901
H26 -0.125 2.274 1.612
H27 2.532 2.268 1.249
H28 3.779 4.118 2.380

Multiplicity: 1
Structure (SMILES): c1cnc2ccc([C@H](c3nnnn3C3CCCC3)N3CCN(c4nc5ccccc5s4)CC3)cc2c1
Energy, eV: -51209.6989
HOMO energy, eV: -8.218

[7]
Here is a structure of composition C22H38HfNO2P3 at a distorted geometry from the Open Molecules 2025 dataset. Energies are from the ωB97M-V functional and the def2-TZVPD basis.

Positions of all 67 atoms, in Å:
P1 2.694 -0.261 0.039
C1 3.481 -0.474 1.686
H1 4.566 -0.536 1.518
H2 3.123 -1.388 2.168
H3 3.222 0.372 2.328
C2 3.301 -1.794 -0.805
H4 3.112 -1.711 -1.884
H5 2.716 -2.643 -0.421
H6 4.370 -1.914 -0.566
C3 3.762 1.042 -0.670
H7 4.804 0.679 -0.674
H8 3.652 1.965 -0.081
H9 3.436 1.263 -1.694
P2 -0.828 2.956 -0.391
C4 -0.942 4.035 1.079
H10 -1.421 4.962 0.736
H11 0.053 4.232 1.486
H12 -1.543 3.547 1.849
C5 0.158 4.035 -1.516
H13 0.094 3.639 -2.533
H14 1.199 3.970 -1.177
H15 -0.248 5.050 -1.425
C6 -2.541 3.127 -1.064
H16 -2.696 4.202 -1.256
H17 -3.257 2.719 -0.332
H18 -2.620 2.552 -1.997
P3 -2.124 -1.657 0.059
C7 -2.935 -1.972 1.669
H19 -3.562 -2.869 1.542
H20 -3.537 -1.112 1.983
H21 -2.175 -2.149 2.436
C8 -3.594 -1.501 -1.031
H22 -4.300 -2.297 -0.771
H23 -3.275 -1.553 -2.074
H24 -4.017 -0.509 -0.849
C9 -1.552 -3.376 -0.340
H25 -2.442 -4.023 -0.449
H26 -0.897 -3.735 0.470
H27 -0.963 -3.346 -1.271
Hf1 -0.058 0.179 -0.975
C10 1.074 1.650 1.079
O1 1.672 2.321 1.750
C11 -1.772 0.903 1.054
O2 -2.598 1.257 1.728
C12 -1.412 0.077 -2.913
C13 -0.769 -1.174 -2.748
C14 0.641 -1.217 -2.667
C15 1.407 -0.033 -2.822
C16 0.744 1.197 -2.984
C17 -0.662 1.255 -3.064
H28 -2.480 0.113 -3.186
H29 -1.313 -2.116 -2.954
H30 1.128 -2.200 -2.764
H31 2.482 -0.093 -3.085
H32 1.354 2.060 -3.301
H33 -1.167 2.150 -3.476
C18 0.634 -2.478 4.226
C19 0.233 -1.137 4.305
C20 0.067 -0.404 3.099
N1 0.263 -0.912 1.865
C21 0.677 -2.188 1.828
C22 0.849 -3.016 2.960
H34 0.800 -3.072 5.129
H35 0.070 -0.659 5.295
H36 -0.241 0.638 3.186
H37 0.909 -2.576 0.833
H38 1.189 -4.052 2.823

Multiplicity: 1
ΔE to the lowest compared entry with this formula, charge and spin, kcal/mol: 0.00
Energy, eV: -58145.5101
HOMO energy, eV: -21.034
Charge: +4

[8]
Here is a cluster of 17 separate species, C3H43N2O16 in total at a distorted geometry from the Open Molecules 2025 dataset. Energies are from the ωB97M-V functional and the def2-TZVPD basis.

Positions of all 64 atoms, in Å:
C1 2.363 2.255 2.246
C2 0.948 2.699 1.917
C3 0.383 2.151 0.613
N1 0.357 0.664 0.695
N2 2.380 0.883 2.813
H1 2.782 2.981 2.955
H2 3.129 2.372 1.473
H3 0.302 2.437 2.751
H4 0.978 3.786 1.797
H5 -0.596 2.595 0.526
H6 0.827 2.391 -0.348
H7 -0.552 0.249 0.420
H8 0.500 0.281 1.632
H9 1.095 0.238 0.136
H10 2.726 0.911 3.756
H11 3.054 0.333 2.293
H12 2.233 -2.693 -3.878
H13 1.076 -2.433 -2.731
O1 1.612 -2.080 -3.491
H14 -0.155 5.101 -0.870
H15 -0.036 4.918 -2.286
O2 -0.233 4.380 -1.507
H16 -2.842 -0.210 1.538
H17 -1.772 -0.976 2.431
O3 -2.095 -0.835 1.536
H18 -2.904 2.035 3.364
H19 -2.791 2.058 1.804
O4 -2.303 2.107 2.626
H20 0.048 -1.665 4.074
H21 -0.189 -3.205 3.850
O5 -0.493 -2.323 3.627
H22 0.241 -1.081 -4.087
H23 -0.539 -0.553 -5.374
O6 -0.563 -0.643 -4.425
H24 0.543 -2.588 1.433
H25 1.973 -2.255 0.865
O7 1.060 -1.945 0.935
H26 0.175 2.328 -3.637
H27 -0.120 0.747 -3.656
O8 0.014 1.555 -3.095
H28 1.545 0.952 -2.260
H29 1.964 -0.530 -2.038
O9 1.928 0.334 -1.610
H30 4.951 -0.316 -0.086
H31 3.518 -0.098 -0.437
O10 4.067 -0.489 0.264
H32 -5.189 0.656 1.442
H33 -4.963 -0.250 2.642
O11 -4.509 0.380 2.070
H34 -0.669 -3.089 -1.849
H35 0.416 -3.012 -0.785
O12 0.240 -3.383 -1.666
H36 -1.031 -0.105 -1.741
H37 -2.391 0.437 -1.450
O13 -1.669 -0.044 -1.020
H38 -3.884 -0.692 -0.436
H39 -4.812 -0.837 -1.514
O14 -4.694 -0.278 -0.739
H40 3.833 -2.347 -0.187
H41 2.901 -3.128 -1.145
O15 3.206 -3.089 -0.236
H42 -2.194 -2.038 -0.265
H43 -2.875 -3.340 -0.670
O16 -2.306 -2.661 -1.001

Multiplicity: 1
ΔE to the lowest compared entry with this formula, charge and spin, kcal/mol: 0.00
Energy, eV: -39546.2224
HOMO energy, eV: -12.182
Charge: +1

[9]
Here is an isolated molecule of C5H4N4S at a distorted geometry from the Open Molecules 2025 dataset. Energies are from the ωB97M-V functional and the def2-TZVPD basis.

Positions of all 14 atoms, in Å:
C1 0.939 -2.254 -0.077
C2 -1.121 -1.670 0.175
C3 -0.343 -0.531 0.049
C4 -2.751 1.329 0.178
C5 -3.501 0.249 0.120
N1 -0.226 -2.727 0.102
N2 -1.482 1.699 -0.122
N3 0.979 -0.913 -0.138
N4 -0.463 0.838 -0.066
S1 -4.577 -0.826 -0.090
H1 1.786 -2.781 -0.238
H2 -3.137 2.308 0.465
H3 1.796 -0.462 -0.485
H4 0.437 1.383 -0.069

Multiplicity: 1
ΔE to the lowest compared entry with this formula, charge and spin, kcal/mol: 179.86
Energy, eV: -22038.4709
HOMO energy (alpha / beta), eV: -7.223 / -7.416